1.
The following is a quantum chemistry calculation of a 2-piece molecular cluster, C6H16N2O overall, from the Open Molecules 2025 dataset.

As for the molar mass: 132.21 g mol⁻¹. As for the total charge: 0. As for the spin multiplicity: 1. The frontier orbital gap comes out at 7.440 eV.

The geometry in XYZ format:
```
25
C6H16N2O, DFT ωB97M-V/def2-TZVPD
O 0.055 2.284 -0.816
N 1.276 0.551 -1.746
N 1.289 0.895 0.660
C 2.716 0.546 0.770
C 0.648 1.234 -0.708
C -0.973 -0.420 0.092
C -1.816 0.280 1.154
C -1.706 -0.387 -1.239
C -0.683 -1.873 0.480
H -2.816 -0.167 1.255
H 3.349 1.314 0.326
H -1.901 0.638 -1.561
H 2.971 0.435 1.824
H -0.062 -2.378 -0.269
H 0.406 0.071 0.670
H -1.351 0.231 2.146
H -1.608 -2.467 0.559
H -1.937 1.338 0.901
H -0.178 -1.959 1.449
H 2.889 -0.394 0.250
H -1.149 -0.897 -2.032
H -2.682 -0.893 -1.175
H 0.869 0.806 -2.635
H 1.020 1.659 1.274
H 1.372 -0.447 -1.627
```

2.
The following is a quantum chemistry calculation of C6H16N2O as an isolated structure, from the Open Molecules 2025 dataset.

As for the molar mass: 132.21 g mol⁻¹. As for the total charge: 0. As for the spin multiplicity: 1. The frontier orbital gap comes out at 7.691 eV.

The geometry in XYZ format:
```
25
C6H16N2O, DFT ωB97M-V/def2-TZVPD
O -3.203 0.424 -0.817
N 1.446 0.651 0.350
N 1.362 1.588 1.408
C -2.102 -0.202 -1.399
C -1.206 -0.320 1.405
C -0.038 -1.932 -0.213
C -0.205 0.529 -0.743
C 2.789 0.421 -0.124
C -0.553 -0.556 0.081
H 2.768 -0.327 -0.923
H 3.271 1.332 -0.529
H 0.737 -2.185 0.511
H -0.810 0.580 1.880
H -3.092 1.380 -0.870
H -0.565 1.520 -0.497
H 3.453 0.034 0.671
H -0.840 -2.669 -0.116
H -1.911 0.154 -2.415
H 0.393 -2.004 -1.212
H -2.308 -1.269 -1.434
H 1.696 2.511 1.116
H -2.281 -0.157 1.284
H 0.297 0.358 -1.684
H -1.052 -1.160 2.081
H 1.955 1.298 2.190
```

Which of them is the most stable, and which is the least stable? 1 and 2, in that order.

1.
The following is a quantum chemistry calculation of a 2-piece molecular cluster, CH6N2OS overall, from the Open Molecules 2025 dataset.

As for the molar mass: 94.14 g mol⁻¹. Its SMILES is NC(N)=O.S. As for the total charge: 0. As for the spin multiplicity: 1. The frontier orbital gap comes out at 10.237 eV.

The geometry in XYZ format:
```
11
CH6N2OS, DFT ωB97M-V/def2-TZVPD
S 1.683 -0.599 -3.676
O -0.171 -0.478 0.060
N -1.192 1.449 0.781
N -0.593 -0.363 2.311
C -0.616 0.168 0.984
H -0.526 2.029 0.282
H -1.969 1.332 0.149
H 1.318 -1.187 -2.532
H -1.219 -1.146 2.371
H 0.342 -0.706 2.481
H 2.943 -0.499 -3.211
```

2.
The following is a quantum chemistry calculation of a 2-piece molecular cluster, CH6N2OS overall, from the Open Molecules 2025 dataset.

As for the molar mass: 94.14 g mol⁻¹. As for the total charge: 0. As for the spin multiplicity: 1. The frontier orbital gap comes out at 10.283 eV.

The geometry in XYZ format:
```
11
CH6N2OS, DFT ωB97M-V/def2-TZVPD
S -0.547 0.977 -0.603
O -0.475 0.981 -2.057
N 2.571 -0.122 1.094
N -1.082 -0.557 0.084
C -2.193 0.230 -0.246
H -0.751 -1.292 -0.598
H 2.670 -0.970 1.554
H -2.796 0.131 -1.108
H 1.896 -0.184 0.413
H 3.443 0.252 0.786
H -2.737 0.553 0.680
```

Which of them is the most stable, and which is the least stable? 1 and 2, in that order.

1.
The following is a quantum chemistry calculation of one molecule with the formula C2H5NOS, from the Open Molecules 2025 dataset.

As for the molar mass: 91.13 g mol⁻¹. Its SMILES is CSNC=O. As for the total charge: 0. As for the spin multiplicity: 1. The frontier orbital gap comes out at 10.341 eV.

The geometry in XYZ format:
```
10
C2H5NOS, DFT ωB97M-V/def2-TZVPD
S -0.698 0.868 0.797
O 2.051 -1.163 -1.056
N 0.638 0.270 -0.262
C 1.239 -0.947 -0.196
C -2.006 0.071 -0.045
H 0.894 -1.604 0.665
H 0.837 0.665 -1.172
H -1.955 -0.949 -0.007
H -2.019 0.368 -1.068
H -2.871 0.310 0.549
```

2.
The following is a quantum chemistry calculation of one molecule with the formula C2H5NOS, from the Open Molecules 2025 dataset.

As for the molar mass: 91.13 g mol⁻¹. Its SMILES is CC(=O)NS. As for the total charge: 0. As for the spin multiplicity: 1. The frontier orbital gap comes out at 8.983 eV.

The geometry in XYZ format:
```
10
C2H5NOS, DFT ωB97M-V/def2-TZVPD
S -2.127 -0.065 -0.094
O 1.475 -1.229 0.101
N -0.694 -0.867 -0.454
C 0.922 1.049 -0.138
C 0.657 -0.341 -0.235
H 2.076 1.143 -0.388
H 0.990 1.292 1.158
H -2.872 -0.834 1.193
H -0.658 -2.008 -0.473
H 0.231 1.860 -0.670
```

Which of them is the most stable, and which is the least stable? 1 and 2, in that order.

1.
The following is a quantum chemistry calculation of one molecule with the formula C5H9N3S, from the Open Molecules 2025 dataset.

As for the molar mass: 143.22 g mol⁻¹. Its SMILES is NCCc1csc(N)n1. As for the total charge: 0. As for the spin multiplicity: 1. The frontier orbital gap comes out at 8.958 eV.

The geometry in XYZ format:
```
18
C5H9N3S, DFT ωB97M-V/def2-TZVPD
S -0.797 1.822 0.896
N 1.627 1.456 1.958
N 0.709 -0.245 0.648
N 0.267 -1.318 -2.804
C 0.614 0.957 1.167
C -0.465 -0.557 0.031
C 0.530 -2.142 -1.719
C -0.439 -2.047 -0.556
C -1.428 0.397 0.029
H -0.171 -2.685 0.288
H -0.145 -0.313 -2.542
H 2.575 1.174 1.558
H -2.354 0.455 -0.472
H 1.530 -1.901 -1.306
H 1.552 2.515 2.210
H -0.479 -1.753 -3.485
H -1.475 -2.386 -0.887
H 0.618 -3.161 -2.015
```

2.
The following is a quantum chemistry calculation of one molecule with the formula C5H9N3S, from the Open Molecules 2025 dataset.

As for the molar mass: 143.22 g mol⁻¹. Its SMILES is CC(C)N1N=N[C@@H]2S[C@@H]21. As for the total charge: 0. As for the spin multiplicity: 1. The frontier orbital gap comes out at 9.588 eV.

The geometry in XYZ format:
```
18
C5H9N3S, DFT ωB97M-V/def2-TZVPD
S -1.344 2.608 -2.214
N 1.304 2.119 -1.618
N -0.003 0.770 -0.674
N 1.052 1.508 -0.598
C 0.334 1.874 -2.585
C 0.006 0.384 1.641
C -0.586 0.919 -1.949
C -0.202 -0.304 0.314
C 0.915 -1.382 0.131
H -1.108 -0.869 0.210
H 0.760 -2.087 0.889
H -1.165 0.044 -2.330
H 1.910 -1.058 -0.002
H 0.448 2.027 -3.659
H -0.592 1.212 1.797
H 0.832 -1.720 -0.858
H 1.037 0.776 1.548
H -0.161 -0.393 2.521
```

Which of them is the most stable, and which is the least stable? 1 and 2, in that order.